[1]
ORCA calculation (ωB97M-V with the def2-TZVPD basis set) on a structure of composition C4H7N2O at a distorted geometry.

Results
gap between HOMO and LUMO: 9.973 eV
charge: +1

The geometry in XYZ format:
```
14
C4H7N2O, DFT ωB97M-V with the def2-TZVPD basis set
C 0.1494 -0.7380 0.0486
C -1.7523 -0.1329 -0.0192
C 1.4896 -1.1568 0.1922
C -0.0109 1.9460 -0.2031
N -0.4527 0.5498 0.0224
N -1.0178 -1.4230 -0.0548
O -2.8637 0.1592 0.2032
H 1.4542 -2.2684 -0.1227
H 1.8447 -1.1572 1.2984
H 2.2111 -0.5629 -0.2211
H -0.5423 2.3375 -1.1145
H -0.2209 2.6609 0.6490
H 1.0902 2.0835 -0.3969
H -1.3786 -2.2979 -0.2816
```

Results of the Löwdin charge analysis, in e, for atoms 1 through 2: -0.177, -0.318

[2]
ORCA calculation (ωB97M-V with the def2-TZVPD basis set) on the ion C4H7N2O with charge +1 at a distorted geometry.

Results
gap between HOMO and LUMO (alpha / beta): 4.922 / 10.172 eV
spin multiplicity: 3
charge: +1

The geometry in XYZ format:
```
14
C4H7N2O, DFT ωB97M-V with the def2-TZVPD basis set
C -1.2370 1.6406 0.1261
C 1.3893 -1.3042 0.0932
C 0.1767 1.0710 0.1192
C 0.1434 -0.3928 -0.3545
N -1.7171 -1.8547 0.1870
N -1.0137 -1.0734 -0.1216
O -2.1949 0.9698 -0.0780
H -1.4622 2.8127 0.3094
H 1.4363 -1.0665 1.1950
H 2.2008 -0.8916 -0.3611
H 1.0078 -2.3740 -0.1596
H 0.6207 1.6430 -0.5582
H 0.5663 1.3793 1.1340
H 0.0837 -0.5592 -1.5309
```

Results of the Löwdin charge analysis, in e, for atoms 1 through 2: -0.305, 0.046

[3]
ORCA calculation (ωB97M-V with the def2-TZVPD basis set) on a structure of composition C4H7N2O at a distorted geometry.

Results
gap between HOMO and LUMO (alpha / beta): 4.846 / 6.295 eV
spin multiplicity: 3
charge: +1

The geometry in XYZ format:
```
14
C4H7N2O, DFT ωB97M-V with the def2-TZVPD basis set
C 0.3936 -0.7730 -0.2116
C 0.7451 0.6941 3.0731
C -0.0293 0.4492 -0.8166
C -1.4104 0.7406 -1.2931
N 0.3219 0.1348 0.6324
N 0.8439 -1.9487 -0.3627
O 1.0952 1.4124 3.8976
H 0.2824 0.4627 1.8014
H 0.7709 0.9479 -1.4023
H -2.2697 0.0762 -0.9212
H -1.4275 0.6690 -2.3229
H -1.6100 1.7547 -1.0746
H 1.0122 -2.1690 -1.3497
H 1.2818 -2.4508 0.3501
```

Results of the Löwdin charge analysis, in e, for atoms 1 through 2: -0.337, -0.064

[4]
ORCA calculation (ωB97M-V with the def2-TZVPD basis set) on a cluster of 2 separate species, C4H7N2O2 in total at a distorted geometry.

Results
gap between HOMO and LUMO (alpha / beta): 8.387 / 7.227 eV
charge: +1

The geometry in XYZ format:
```
15
C4H7N2O2, DFT ωB97M-V with the def2-TZVPD basis set
C 0.0960 0.3720 -0.7201
C 1.1746 -1.3911 0.0978
C 1.1790 0.8740 0.2375
C -3.2359 -0.0317 0.2179
N 0.2040 -0.9901 -0.6005
N 1.8971 -0.3143 0.4710
O -2.8724 -1.1622 0.3250
O -4.3211 0.6138 0.0742
H -0.6046 0.8005 -1.3845
H 1.6731 -2.3838 0.2498
H 1.7857 1.6657 -0.1209
H 0.6855 1.1691 1.1929
H 2.8494 -0.2090 0.8854
H -0.4573 -1.5247 -1.0689
H -5.1637 0.1432 -0.2592
```

Results of the Löwdin charge analysis, in e, for atoms 1 through 2: 0.052, -0.061

[5]
ORCA calculation (ωB97M-V with the def2-TZVPD basis set) on the ion C4H7N2O2S with charge +1 at a distorted geometry.

Results
gap between HOMO and LUMO (alpha / beta): 6.587 / 6.992 eV
spin multiplicity: 3
charge: +1

The geometry in XYZ format:
```
16
C4H7N2O2S, DFT ωB97M-V with the def2-TZVPD basis set
C 0.2718 0.0553 -0.0986
C -0.2275 1.1936 0.3449
C 0.3030 -1.3401 -0.2559
C -1.5802 1.0648 1.1142
N 2.2674 1.1117 -1.0655
N 0.3361 2.4729 0.1594
O -0.1782 3.4370 0.7041
O 3.3453 0.6028 -0.3801
S 1.8248 2.6141 -0.5624
H 1.2417 -1.6994 -0.7277
H -0.3580 -1.7288 -1.0604
H 0.0969 -1.6414 0.7959
H -2.2408 0.5081 0.4874
H -1.8638 2.0633 1.3309
H -1.3198 0.4885 2.1157
H 3.9028 0.2887 -1.1075
```

Results of the Löwdin charge analysis, in e, for atoms 1 through 2: 0.078, -0.236

[6]
ORCA calculation (ωB97M-V with the def2-TZVPD basis set) on the ion C4H7N2O3 with charge -1 at a distorted geometry.

Results
SMILES string: CC(C)(/N=N\[O-])OC=O
gap between HOMO and LUMO: 7.234 eV
charge: -1

The geometry in XYZ format:
```
16
C4H7N2O3, DFT ωB97M-V with the def2-TZVPD basis set
C -0.1778 0.4178 1.2998
C -0.3030 -0.1899 -0.0682
C -0.1245 0.6778 -1.3510
N -1.3925 -1.1075 -0.0577
N -2.6367 -0.7786 0.1509
O -2.9891 0.4432 0.2743
O 0.9131 -1.1294 -0.3338
C 2.1481 -0.8876 -0.0216
O 2.7925 0.1118 0.1593
H -0.1190 -0.3240 2.1126
H -1.0178 0.9675 1.4124
H 0.6425 0.9446 1.5103
H 0.9241 0.8436 -1.4967
H -0.6091 1.6493 -1.3527
H -0.6999 0.2854 -2.2029
H 2.6493 -1.9240 -0.0351
```

Results of the Löwdin charge analysis, in e, for atoms 1 through 2: -0.026, -0.483

[7]
ORCA calculation (ωB97M-V with the def2-TZVPD basis set) on an isolated molecule of C4H7N2P at a distorted geometry.

Results
SMILES string: C=NPN=C=CC
gap between HOMO and LUMO: 9.348 eV

The geometry in XYZ format:
```
14
C4H7N2P, DFT ωB97M-V with the def2-TZVPD basis set
C -0.7506 -1.5954 0.0651
N -1.8540 -1.1594 0.5166
P -2.5860 0.0666 -0.4948
N -1.4692 1.2940 0.0149
C -0.3362 1.0635 0.2506
C 0.8551 0.6065 0.4527
C 2.0944 0.6209 -0.4387
H -0.4462 -2.4036 0.7230
H -0.2272 -1.2427 -0.8202
H -3.4696 0.4933 0.4639
H 0.9576 0.3580 1.4822
H 2.1055 -0.1182 -1.3166
H 2.8890 0.3972 0.1683
H 2.2374 1.6193 -1.0669
```

Results of the Löwdin charge analysis, in e, for atoms 1 through 2: -0.193, -0.270

[8]
ORCA calculation (ωB97M-V with the def2-TZVPD basis set) on the ion C4H7N2S with charge +1 at a distorted geometry.

Results
gap between HOMO and LUMO: 9.132 eV
charge: +1

The geometry in XYZ format:
```
14
C4H7N2S, DFT ωB97M-V with the def2-TZVPD basis set
C 1.2212 -1.3792 -0.3714
C 1.6787 1.0797 0.1393
C 0.0062 -0.6831 -0.1870
C -1.3570 -1.1598 0.0885
N 0.1981 0.6557 -0.0010
N -0.8662 1.4414 0.1107
S 2.6082 -0.2564 -0.1191
H 1.5346 -2.3463 -0.5870
H 1.9377 2.0556 0.2584
H -1.5272 -1.0340 1.1683
H -2.0342 -0.4552 -0.4321
H -1.5295 -2.1885 -0.3657
H -0.9139 2.1398 0.9729
H -0.9566 2.1303 -0.6749
```

Results of the Löwdin charge analysis, in e, for atoms 1 through 2: -0.191, -0.237

[9]
ORCA calculation (ωB97M-V with the def2-TZVPD basis set) on the ion C4H7N2S2 with charge +1 at a distorted geometry.

Results
SMILES string: S=C(S)[C@@H]1C=NC[NH2+]1
gap between HOMO and LUMO: 8.170 eV
charge: +1

The geometry in XYZ format:
```
15
C4H7N2S2, DFT ωB97M-V with the def2-TZVPD basis set
S -3.4370 0.8255 0.0405
C -1.9903 0.0964 0.0255
S -1.8772 -1.5770 -0.4759
C -0.7014 0.7939 0.2412
C -0.1002 1.1859 -1.1346
N 0.9740 0.6203 -1.4083
C 1.5018 -0.2105 -0.4441
N 0.4087 -0.1108 0.7649
H -3.0320 -1.6436 -1.1644
H -0.6526 1.7242 0.9551
H -0.6895 1.9140 -1.8265
H 1.3743 -1.3026 -0.5622
H 2.3667 0.1859 0.0157
H 0.1411 -1.0238 0.8375
H 0.9266 0.2709 1.5346
```

Results of the Löwdin charge analysis, in e, for atoms 1 through 2: 0.781, -1.167

[10]
ORCA calculation (ωB97M-V with the def2-TZVPD basis set) on a cluster of 2 separate species, C4H7N2S2 in total at a distorted geometry.

Results
gap between HOMO and LUMO (alpha / beta): 8.172 / 8.173 eV
charge: +1

The geometry in XYZ format:
```
15
C4H7N2S2, DFT ωB97M-V with the def2-TZVPD basis set
C -0.0029 1.6501 -0.1397
C 0.2224 0.3948 2.4703
C -0.6753 0.1137 -1.5457
C 0.7184 0.4881 0.3460
N -0.6751 1.5018 -1.1976
N 0.3615 -0.5197 -0.6166
S 0.9616 1.1835 3.5701
S -0.9287 -0.8639 2.2986
H 0.2263 2.5475 0.4096
H -1.6820 -0.3366 -1.3523
H -0.4447 0.0960 -2.5969
H 1.7373 0.5140 0.5315
H 0.0244 -1.4006 -0.3515
H 1.1676 -0.7697 -1.3543
H -1.2779 -1.3283 3.5998
```

Results of the Löwdin charge analysis, in e, for atoms 1 through 2: -0.146, -1.164

[11]
ORCA calculation (ωB97M-V with the def2-TZVPD basis set) on an isolated molecule of C4H7N3.

Results
gap between HOMO and LUMO: 7.401 eV

The geometry in XYZ format:
```
14
C4H7N3, DFT ωB97M-V with the def2-TZVPD basis set
N 0.0911 0.5176 -2.3625
C 0.2507 -0.0197 -1.1085
C -0.4769 0.0145 0.1758
C 0.2707 0.7431 1.2293
N -0.5142 0.9174 2.2901
C 0.2858 -1.3979 0.4440
N 0.9943 -1.0380 -0.7698
H 0.1167 -0.1510 -3.1219
H -0.6683 1.1734 -2.4613
H -1.5711 0.1358 0.1074
H -0.1101 1.2604 3.1486
H -1.5046 0.6745 2.3411
H 1.0054 -1.4192 1.2826
H 1.8305 -1.4109 -1.1951
```

Results of the Löwdin charge analysis, in e, for atoms 1 through 2: 0.140, -0.366

[12]
ORCA calculation (ωB97M-V with the def2-TZVPD basis set) on an isolated molecule of C4H7N3 at a distorted geometry.

Results
SMILES string: [H]/N=C(\C#N)NCC
gap between HOMO and LUMO: 10.254 eV

The geometry in XYZ format:
```
14
C4H7N3, DFT ωB97M-V with the def2-TZVPD basis set
H -2.0567 2.2478 1.4801
N -1.1005 1.9061 1.5270
C -0.8215 1.1353 0.5453
C -1.7970 0.8024 -0.4986
N -2.6235 0.5610 -1.2742
N 0.3939 0.5326 0.4127
C 0.8859 -0.1791 -0.7589
C 0.9068 -1.6967 -0.5822
H 1.0468 0.7797 1.1464
H 0.2568 0.0955 -1.6119
H 1.8954 0.1886 -0.9767
H -0.1121 -2.1012 -0.5106
H 1.4519 -1.9716 0.3316
H 1.4076 -2.1843 -1.4266
```

Results of the Löwdin charge analysis, in e, for atoms 1 through 2: 0.053, 0.125

Energy for every record listed, in sequence, given in Eh: -341.058655, -340.841904, -340.799149, -416.237750, -814.196820, -491.788299, -607.372163, -663.980441, -1062.172854, -1062.117202, -320.700974, -320.865133.
Energy above the lowest of the compared OMol25 structures with the same formula, charge and spin for every record listed, in sequence, given in eV: 2.111, 3.705, 4.868, 3.319, 6.048, 0.753, 2.371, 2.564, 2.602, 4.117, 4.961, 0.494.